(1)
Density functional theory data (ωB97M-V/def2-TZVPD) for C50H59BrN4OP3PtS as an isolated structure at a distorted geometry.

The geometry in ORCA input format:
```
! RIJCOSX wB97M-V def2-TZVPD def2/J DEFGRID3
* xyz 1 1
Pt -0.646 -0.048 -0.040
Br -3.465 -1.887 -0.203
C -4.363 -0.221 -0.039
C -5.725 -0.314 0.017
C -6.514 0.844 0.081
C -5.908 2.064 0.066
C -4.502 2.184 0.003
C -3.928 3.474 -0.034
C -2.579 3.632 -0.103
C -1.748 2.500 -0.118
C -2.243 1.221 -0.064
C -3.660 1.020 -0.032
H -6.193 -1.288 0.003
H -7.591 0.756 0.131
H -6.498 2.971 0.099
H -4.584 4.336 -0.018
H -2.135 4.619 -0.145
H -0.677 2.663 -0.168
C -1.138 -8.253 2.428
S -1.862 -6.910 1.454
C -0.625 -6.747 0.115
C 0.135 -5.426 0.171
C -0.824 -4.248 -0.027
N -0.224 -2.911 -0.010
P 0.327 -2.004 1.353
C 0.797 -3.223 2.645
C -0.109 -4.028 3.334
C 0.349 -4.916 4.294
C 1.704 -5.002 4.583
C 2.611 -4.204 3.902
C 2.157 -3.317 2.936
C -0.933 -1.008 2.288
C -0.412 0.302 2.409
C -1.086 1.283 3.133
C -2.284 0.974 3.744
C -2.807 -0.315 3.634
C -2.149 -1.295 2.917
P 0.789 -2.229 -1.286
C 0.874 -3.562 -2.559
C -0.124 -4.011 -3.422
C 0.132 -5.043 -4.313
C 1.385 -5.638 -4.362
C 2.393 -5.188 -3.523
C 2.138 -4.154 -2.636
C -0.359 -0.973 -2.103
C 0.275 0.246 -2.471
C -0.372 1.175 -3.282
C -1.643 0.907 -3.757
C -2.283 -0.282 -3.412
C -1.661 -1.207 -2.602
H -1.899 -8.575 3.135
H -0.256 -7.907 2.965
H -0.883 -9.083 1.774
H -1.170 -6.831 -0.826
H 0.056 -7.593 0.197
H 0.888 -5.418 -0.617
H 0.647 -5.333 1.127
H -1.597 -4.291 0.745
H -1.332 -4.383 -0.987
H -1.165 -3.991 3.112
H -0.358 -5.545 4.822
H 2.055 -5.694 5.337
H 3.668 -4.275 4.126
H 2.857 -2.691 2.392
H 0.569 0.512 1.989
H -0.665 2.277 3.215
H -2.811 1.727 4.315
H -3.748 -0.556 4.111
H -2.606 -2.270 2.837
H -1.106 -3.566 -3.419
H -0.656 -5.383 -4.973
H 1.577 -6.445 -5.057
H 3.375 -5.641 -3.557
H 2.922 -3.790 -1.981
H 1.295 0.415 -2.146
H 0.120 2.104 -3.538
H -2.138 1.624 -4.399
H -3.280 -0.484 -3.784
H -2.187 -2.108 -2.327
O 1.973 0.435 0.193
P 3.354 0.972 0.326
N 4.414 0.678 -0.927
C 4.620 -0.719 -1.341
C 4.144 -0.752 -2.789
C 4.620 0.604 -3.313
C 4.447 1.552 -2.114
N 4.160 0.288 1.603
C 5.626 0.154 1.686
C 5.894 -0.067 3.175
C 4.753 0.681 3.868
C 3.569 0.399 2.945
N 3.288 2.608 0.502
C 4.400 3.471 0.892
C 3.694 4.674 1.506
C 2.481 4.836 0.584
C 2.071 3.394 0.256
H 4.070 -1.399 -0.687
H 5.687 -0.965 -1.298
H 3.054 -0.817 -2.817
H 4.558 -1.592 -3.346
H 4.064 0.946 -4.185
H 5.674 0.542 -3.589
H 3.525 2.135 -2.196
H 5.282 2.253 -2.043
H 6.138 1.046 1.318
H 5.973 -0.691 1.091
H 6.882 0.285 3.465
H 5.822 -1.131 3.409
H 4.964 1.751 3.921
H 4.570 0.319 4.878
H 2.812 1.187 2.976
H 3.087 -0.543 3.228
H 4.985 3.784 0.018
H 5.063 2.961 1.590
H 4.329 5.557 1.534
H 3.372 4.440 2.523
H 2.784 5.355 -0.327
H 1.666 5.394 1.041
H 1.727 3.295 -0.778
H 1.269 3.046 0.913
*
```

Output
calculated total energy: -6350.3766 Ha
HOMO-LUMO gap: 6.61 eV
lowest unoccupied orbital energy: -3.44 eV

***

(2)
Density functional theory data (ωB97M-V/def2-TZVPD) for C50H59FN6O4P2SeSi3V as an isolated structure.

The geometry in ORCA input format:
```
! RIJCOSX wB97M-V def2-TZVPD def2/J DEFGRID3
* xyz -1 3
V 0.360 -0.149 -0.229
C -2.861 -0.802 -2.753
Si -2.796 0.656 -1.574
C -3.563 2.074 -2.552
C -3.914 0.385 -0.093
N -1.147 0.953 -1.111
P -0.504 2.369 -0.580
C 0.946 2.026 0.155
P 2.309 1.642 -0.731
N 2.151 0.104 -1.257
Si 3.395 -1.086 -1.514
C 2.718 -2.440 -2.625
C 4.094 -1.765 0.092
C 4.888 -0.413 -2.458
C 2.750 2.722 -2.133
C 3.089 4.055 -1.913
C 3.418 4.882 -2.975
C 3.408 4.384 -4.273
C 3.055 3.063 -4.502
C 2.722 2.238 -3.435
C 3.770 1.764 0.356
C 5.039 2.115 -0.090
C 6.122 2.101 0.781
C 5.942 1.730 2.105
C 4.674 1.385 2.560
C 3.592 1.411 1.694
C -1.665 3.082 0.639
C -2.644 4.024 0.339
C -3.560 4.427 1.305
C -3.509 3.882 2.579
C -2.531 2.943 2.887
C -1.611 2.552 1.928
C -0.461 3.607 -1.916
C -0.535 3.225 -3.249
C -0.428 4.169 -4.260
C -0.247 5.508 -3.944
C -0.156 5.898 -2.614
C -0.252 4.951 -1.607
H -3.851 -1.267 -2.738
H -2.110 -1.557 -2.518
H -2.678 -0.450 -3.773
H -4.644 1.893 -2.585
H -3.200 2.110 -3.581
H -3.410 3.059 -2.113
H -4.739 -0.290 -0.351
H -4.344 1.338 0.233
H -3.376 -0.046 0.756
H 1.693 -2.723 -2.384
H 3.338 -3.341 -2.565
H 2.733 -2.104 -3.667
H 3.335 -1.801 0.874
H 4.916 -1.134 0.443
H 4.489 -2.778 -0.049
H 4.633 0.313 -3.232
H 5.381 -1.258 -2.952
H 5.617 0.045 -1.789
H 3.095 4.445 -0.900
H 3.678 5.918 -2.792
H 3.668 5.030 -5.103
H 3.032 2.673 -5.513
H 2.430 1.209 -3.606
H 5.194 2.396 -1.125
H 7.106 2.377 0.420
H 6.786 1.712 2.784
H 4.527 1.094 3.593
H 2.598 1.154 2.045
H -2.700 4.459 -0.650
H -4.313 5.165 1.056
H -4.226 4.189 3.331
H -2.485 2.511 3.881
H -0.844 1.825 2.171
H -0.666 2.176 -3.490
H -0.479 3.859 -5.297
H -0.166 6.246 -4.733
H 0.002 6.941 -2.362
H -0.166 5.256 -0.570
C -6.059 -2.836 2.472
N -5.242 -2.972 1.290
C -3.897 -2.752 1.230
Se -2.772 -2.207 2.557
N -3.526 -2.956 -0.059
C -4.622 -3.292 -0.831
C -4.760 -3.597 -2.175
C -6.037 -3.908 -2.626
C -7.133 -3.921 -1.764
C -6.993 -3.622 -0.414
C -5.721 -3.305 0.031
H -5.420 -2.470 3.272
H -6.485 -3.801 2.752
H -6.862 -2.122 2.287
H -2.576 -2.713 -0.378
H -3.910 -3.577 -2.843
H -6.183 -4.143 -3.673
H -8.112 -4.168 -2.153
H -7.841 -3.632 0.258
F 3.548 -4.159 3.259
C 3.053 -4.647 2.122
C 1.864 -4.262 1.657
N 1.342 -4.765 0.482
C 0.046 -4.286 0.034
C 0.082 -2.805 -0.275
O -0.951 -2.242 -0.720
O 1.113 -2.163 0.009
C 2.039 -5.654 -0.302
O 1.626 -6.116 -1.348
N 3.279 -6.003 0.207
C 3.881 -5.594 1.392
O 4.968 -6.008 1.728
H 1.265 -3.518 2.169
H -0.695 -4.428 0.827
H -0.260 -4.855 -0.837
H 3.803 -6.651 -0.357
C 1.716 -1.611 5.459
Si 0.536 -0.292 4.840
C -1.167 -0.606 5.552
C 1.141 1.388 5.419
C 0.480 -0.307 3.028
C 0.418 -0.287 1.805
H 1.785 -1.595 6.551
H 2.718 -1.461 5.049
H 1.380 -2.606 5.154
H -1.138 -0.605 6.646
H -1.561 -1.569 5.219
H -1.875 0.161 5.225
H 1.187 1.447 6.510
H 0.476 2.178 5.058
H 2.137 1.597 5.020
*
```

Output
calculated total energy: -7567.0774 Ha
<S²>: 2.020
HOMO-LUMO gap (spin up / spin down): 7.20 / 7.34 eV
lowest unoccupied orbital energy (spin up / spin down): 2.27 / 2.27 eV